64
Properties=species:S:1:pos:R:3 method="wB97M-V/def2-TZVPD" homo_energy_ev=-11.3 energy_ev=-57083.47298 gap_ha=0.2042 multiplicity=1 charge=+1
C 0.1444 2.5724 4.2231
Si -0.5116 0.8499 3.9211
C -0.7444 -0.0317 5.5360
C -2.0500 1.0209 2.9120
O 0.4665 -0.1586 2.9260
C 0.6190 -0.6320 1.6805
C -0.2123 -1.8342 1.1412
C 1.9932 -0.3506 1.1947
C 3.2456 -0.9507 1.5656
F 3.2616 -2.0051 2.4293
C 4.4702 -0.4322 1.1121
F 5.6234 -1.0554 1.4410
C 4.5282 0.7271 0.3367
F 5.7188 1.2234 -0.0964
C 3.3612 1.4197 0.0904
F 3.4097 2.5940 -0.5869
C 2.1488 0.9043 0.5468
F 1.0350 1.6884 0.4357
H -0.6861 3.1802 4.6136
H 0.9511 2.6123 4.9629
H 0.5089 3.0387 3.3002
H -1.5171 0.4739 6.1281
H -1.0548 -1.0683 5.3796
H 0.1728 -0.0617 6.1326
H -2.8153 1.5717 3.4686
H -1.8307 1.5536 1.9806
H -2.4548 0.0394 2.6543
H 0.6510 -2.4515 0.7677
H -0.6214 -2.2798 2.0731
C 2.2762 3.7712 -4.0403
C 1.4370 3.0935 -4.9328
C 0.1156 2.8031 -4.5724
C -0.2906 3.1775 -3.2924
O -1.5361 2.7506 -2.7884
C -1.5520 1.5089 -2.1673
C -2.4433 1.3644 -1.0965
C -2.4083 0.1969 -0.3415
C -1.5545 -0.8317 -0.7102
C -1.4373 -1.9910 0.2060
C -1.5216 -3.3458 -0.5661
C -1.2378 -4.5609 0.0728
C -1.4757 -5.8002 -0.5562
C -1.9464 -5.8894 -1.8789
C -2.2028 -4.6870 -2.5392
C -2.0073 -3.4636 -1.8844
C -0.7899 -0.7411 -1.8588
C -0.7768 0.4313 -2.5947
C 0.5001 3.9343 -2.4251
C 1.8109 4.2122 -2.8011
H 3.3161 3.9659 -4.3244
H 1.7961 2.7538 -5.9062
H -0.5744 2.2789 -5.2304
H -3.0731 2.1989 -0.8067
H -2.9610 0.1306 0.5902
H -2.4106 -2.0119 0.7667
H -0.8389 -4.5479 1.0797
H -1.3204 -6.7368 -0.0179
H -2.2257 -6.8537 -2.3497
H -2.5584 -4.6869 -3.5805
H -2.1553 -2.5737 -2.4761
H -0.1587 -1.5769 -2.1497
H -0.1569 0.4929 -3.4818
H 0.0911 4.3005 -1.4901
H 2.4601 4.7752 -2.1256

***

71
Properties=species:S:1:pos:R:3 method="wB97M-V/def2-TZVPD" smiles="NCC[C@@H]1C(=O)OC[C@@H]1S(=O)(=O)F.O=C1C=CC(=O)C=C1.O=C1C=CC(=O)C=C1.O=C1C=CC(=O)C=C1.O=C1C=CC(=O)C=C1" homo_energy_ev=-9.0 energy_ev=-71136.24833 gap_ha=0.2588 multiplicity=1
N 1.1704 -1.3523 2.1666
C 0.0163 -1.4312 1.2245
C -0.1800 -0.1392 0.2897
C 0.4484 -0.2703 -1.1762
C 1.8638 -0.9875 -1.3797
O 2.1306 -2.0941 -1.8628
O 2.7734 0.0346 -0.8937
C 2.2003 1.3792 -1.0523
C 0.8512 1.1135 -1.9309
S -0.4096 2.4593 -2.0331
O -0.8424 2.5699 -3.4810
O -1.6434 2.2102 -1.2138
F 0.4038 3.8726 -1.5459
H 1.8619 -0.6436 1.8922
H 0.8323 -1.1208 3.1178
H 0.0995 -2.3863 0.6039
H -0.9244 -1.5091 1.8689
H 0.1382 0.8295 0.8336
H -1.3187 -0.0224 0.1442
H -0.3566 -0.7209 -1.8461
H 1.9284 1.7098 0.0174
H 2.8577 2.1781 -1.5231
H 1.2196 0.8441 -2.9864
C 4.0976 -3.7396 -4.9154
C 3.5292 -4.0690 -3.7543
C 3.5900 -5.4532 -3.2373
O 3.0707 -5.7564 -2.1799
C 4.3056 -6.4560 -4.0556
C 4.8733 -6.1258 -5.2161
C 4.8128 -4.7419 -5.7332
O 5.3326 -4.4398 -6.7915
H 4.0626 -2.7317 -5.3098
H 3.0019 -3.3456 -3.1425
H 4.3409 -7.4641 -3.6617
H 5.4003 -6.8477 -5.8276
C -2.3178 0.0169 4.1175
C -3.6006 0.3033 4.3412
C -4.2373 0.0052 5.6418
O -5.4078 0.2642 5.8460
C -3.3964 -0.6210 6.6847
C -2.1135 -0.9074 6.4609
C -1.4773 -0.6092 5.1605
O -0.3057 -0.8686 4.9559
H -1.8355 0.2276 3.1708
H -4.2298 0.7624 3.5887
H -3.8785 -0.8317 7.6311
H -1.4840 -1.3665 7.2131
C -5.3763 -1.6412 -1.1673
C -4.4162 -1.2141 -0.3464
C -3.4714 -2.1592 0.2853
O -2.5942 -1.7694 1.0376
C -3.6298 -3.5947 -0.0287
C -4.5897 -4.0223 -0.8495
C -5.5353 -3.0775 -1.4816
O -6.4094 -3.4661 -2.2315
H -6.0774 -0.9636 -1.6380
H -4.2853 -0.1658 -0.1062
H -2.9283 -4.2721 0.4423
H -4.7202 -5.0702 -1.0895
C 2.6351 7.5754 1.7993
C 2.2701 8.7015 1.1853
C 1.5073 8.6721 -0.0812
O 1.1759 9.6987 -0.6427
C 1.1638 7.3466 -0.6391
C 1.5288 6.2206 -0.0249
C 2.2913 6.2502 1.2410
O 2.6229 5.2224 1.8027
H 3.1943 7.5782 2.7265
H 2.5130 9.6800 1.5807
H 0.6045 7.3434 -1.5664
H 1.2863 5.2418 -0.4198

***

74
Properties=species:S:1:pos:R:3 method="wB97M-V/def2-TZVPD" homo_energy_ev=-10.5 energy_ev=-105600.61026 gap_ha=0.2603 multiplicity=1 charge=+1
Sc -0.0450 -0.0291 -0.3006
N 1.7345 3.5148 2.1101
C 1.0741 2.4185 1.6950
S 1.9547 1.2719 0.7421
N -0.1848 2.3180 2.0421
N -0.7789 1.1875 1.5629
C -1.9252 0.9289 2.0624
C -2.6447 -0.2526 1.6231
C -3.8630 -0.5967 2.1926
C -4.4886 -1.7606 1.7792
C -3.8683 -2.5448 0.8238
C -2.6533 -2.1277 0.3020
N -2.0492 -0.9986 0.6758
H 2.7242 3.5845 1.9649
H 1.2818 4.1288 2.7669
H -2.3585 1.5833 2.8130
H -4.2986 0.0398 2.9508
H -5.4381 -2.0554 2.2059
H -4.3059 -3.4696 0.4768
H -2.1484 -2.7234 -0.4419
C 0.8985 -2.9108 3.1829
C 0.3390 -1.9361 2.3712
N 0.7737 -1.7371 1.1298
C 1.7801 -2.5076 0.7011
C 2.3261 -3.4816 1.5313
N 1.8866 -3.6873 2.7633
C 2.2930 -2.2214 -0.6528
C 3.0905 -3.1034 -1.3633
C 3.5136 -2.7560 -2.6418
C 3.1417 -1.5108 -3.1366
C 2.3480 -0.6837 -2.3594
N 1.9178 -1.0453 -1.1507
C 1.9222 0.6640 -2.7872
C 2.5802 1.3860 -3.7784
N 2.2406 2.6269 -4.0923
C 1.2476 3.1666 -3.3997
C 0.5769 2.4625 -2.4121
N 0.9019 1.2079 -2.1155
C 4.3226 -3.6878 -3.4539
C 4.0655 -3.8601 -4.8097
C 4.8475 -4.7546 -5.5253
N 5.8418 -5.4532 -4.9887
C 6.0851 -5.2817 -3.6943
C 5.3574 -4.4220 -2.8850
H 0.5386 -3.0604 4.1928
H -0.4592 -1.3016 2.7272
H 3.1508 -4.0994 1.1991
H 3.3405 -4.0736 -0.9581
H 3.4660 -1.2028 -4.1201
H 3.4157 0.9582 -4.3179
H 0.9729 4.1877 -3.6320
H -0.2284 2.9133 -1.8480
H 3.2539 -3.3376 -5.2988
H 4.6613 -4.9178 -6.5805
H 6.9042 -5.8578 -3.2796
H 5.6170 -4.3124 -1.8402
S -1.5296 -3.4134 -3.6289
C -0.9825 -2.3121 -2.6028
N -0.5802 -1.5016 -1.8438
C -6.0924 2.4575 -0.2147
C -4.8192 3.2701 -0.4502
C -3.7614 2.4627 -1.1278
N -2.7681 1.9322 -0.5173
N -1.9435 1.1823 -1.3268
C -2.3618 1.1703 -2.5756
N -1.7228 0.5678 -3.6015
S -3.8083 2.0830 -2.8258
H -6.8371 3.0617 0.3010
H -5.8796 1.5784 0.3951
H -6.5285 2.1175 -1.1548
H -4.3973 3.6107 0.4954
H -5.0404 4.1577 -1.0462
H -1.0953 -0.1810 -3.3303
H -2.2487 0.4007 -4.4428

***

69
Properties=species:S:1:pos:R:3 method="wB97M-V/def2-TZVPD" homo_energy_ev="-6.8 / -8.3" energy_ev=-81893.78803 gap_ha="0.2669 / 0.2249" multiplicity=3
Au 1.1125 -0.1958 0.9217
C 6.7005 4.0311 -3.7802
C 5.5407 3.6296 -2.9227
C 4.4608 4.4857 -2.7395
C 3.3802 4.1120 -1.9592
C 3.3690 2.8693 -1.3561
C 4.4480 2.0162 -1.4992
C 5.5246 2.3935 -2.2821
S 1.9780 2.3792 -0.3237
O 1.1558 1.4423 -1.0766
O 1.3343 3.5681 0.1632
N 2.7116 1.4937 0.8383
C 3.0437 2.1369 1.9973
C 2.0872 1.5989 3.2888
O 2.1890 2.3156 4.2446
O 1.4908 0.5588 3.0514
H 6.7354 5.1099 -3.9019
H 6.6160 3.5801 -4.7691
H 7.6371 3.6971 -3.3417
H 4.4763 5.4615 -3.2017
H 2.5489 4.7778 -1.7948
H 4.4411 1.0760 -0.9718
H 6.3713 1.7286 -2.3819
H 2.8846 3.2164 1.9861
H 4.0252 1.8469 2.3767
C 2.6793 -1.2273 -1.8658
C 1.2229 -1.4620 -1.8117
N 0.5431 -1.5775 -0.7062
C -0.7886 -1.8027 -0.9354
C -1.1368 -1.8456 -2.2543
S 0.2593 -1.5955 -3.2291
C -1.1349 -2.1624 1.4320
C -0.9985 -3.3858 2.0094
S -0.6065 -3.2078 3.6721
C -0.6825 -1.4669 3.4759
N -0.9137 -1.1035 2.2639
C -0.5764 -0.5771 4.6468
H 3.0792 -1.2829 -0.8554
H 2.8643 -0.2295 -2.2590
H 3.1664 -1.9551 -2.5122
H -2.1054 -1.9925 -2.6810
H -1.1319 -4.3527 1.5669
H -1.2404 -0.9228 5.4379
H -0.8417 0.4333 4.3515
H 0.4415 -0.5665 5.0306
N -1.6293 -1.9904 0.1277
C -3.0216 -1.7189 0.0794
C -3.4178 -0.5690 0.8445
C -4.6015 -0.5192 1.5965
C -4.8668 0.5610 2.4110
C -3.9683 1.6158 2.5052
C -2.8039 1.5925 1.7526
C -2.5310 0.5216 0.9330
C -3.8552 -2.6441 -0.6008
C -5.1783 -2.3414 -0.9850
C -5.9453 -3.2685 -1.6529
C -5.4386 -4.5220 -1.9685
C -4.1367 -4.8401 -1.6033
C -3.3580 -3.9230 -0.9388
H -5.2775 -1.3613 1.5730
H -5.7735 0.5799 2.9972
H -4.1704 2.4451 3.1668
H -2.0998 2.4084 1.8070
H -1.6356 0.5303 0.3282
H -5.5726 -1.3572 -0.7849
H -6.9545 -3.0166 -1.9407
H -6.0423 -5.2380 -2.5047
H -3.7346 -5.8159 -1.8351
H -2.3483 -4.1755 -0.6502

***

Copy entry 3 word for word.
74
Properties=species:S:1:pos:R:3 method="wB97M-V/def2-TZVPD" homo_energy_ev=-10.5 energy_ev=-105600.61026 gap_ha=0.2603 multiplicity=1 charge=+1
Sc -0.0450 -0.0291 -0.3006
N 1.7345 3.5148 2.1101
C 1.0741 2.4185 1.6950
S 1.9547 1.2719 0.7421
N -0.1848 2.3180 2.0421
N -0.7789 1.1875 1.5629
C -1.9252 0.9289 2.0624
C -2.6447 -0.2526 1.6231
C -3.8630 -0.5967 2.1926
C -4.4886 -1.7606 1.7792
C -3.8683 -2.5448 0.8238
C -2.6533 -2.1277 0.3020
N -2.0492 -0.9986 0.6758
H 2.7242 3.5845 1.9649
H 1.2818 4.1288 2.7669
H -2.3585 1.5833 2.8130
H -4.2986 0.0398 2.9508
H -5.4381 -2.0554 2.2059
H -4.3059 -3.4696 0.4768
H -2.1484 -2.7234 -0.4419
C 0.8985 -2.9108 3.1829
C 0.3390 -1.9361 2.3712
N 0.7737 -1.7371 1.1298
C 1.7801 -2.5076 0.7011
C 2.3261 -3.4816 1.5313
N 1.8866 -3.6873 2.7633
C 2.2930 -2.2214 -0.6528
C 3.0905 -3.1034 -1.3633
C 3.5136 -2.7560 -2.6418
C 3.1417 -1.5108 -3.1366
C 2.3480 -0.6837 -2.3594
N 1.9178 -1.0453 -1.1507
C 1.9222 0.6640 -2.7872
C 2.5802 1.3860 -3.7784
N 2.2406 2.6269 -4.0923
C 1.2476 3.1666 -3.3997
C 0.5769 2.4625 -2.4121
N 0.9019 1.2079 -2.1155
C 4.3226 -3.6878 -3.4539
C 4.0655 -3.8601 -4.8097
C 4.8475 -4.7546 -5.5253
N 5.8418 -5.4532 -4.9887
C 6.0851 -5.2817 -3.6943
C 5.3574 -4.4220 -2.8850
H 0.5386 -3.0604 4.1928
H -0.4592 -1.3016 2.7272
H 3.1508 -4.0994 1.1991
H 3.3405 -4.0736 -0.9581
H 3.4660 -1.2028 -4.1201
H 3.4157 0.9582 -4.3179
H 0.9729 4.1877 -3.6320
H -0.2284 2.9133 -1.8480
H 3.2539 -3.3376 -5.2988
H 4.6613 -4.9178 -6.5805
H 6.9042 -5.8578 -3.2796
H 5.6170 -4.3124 -1.8402
S -1.5296 -3.4134 -3.6289
C -0.9825 -2.3121 -2.6028
N -0.5802 -1.5016 -1.8438
C -6.0924 2.4575 -0.2147
C -4.8192 3.2701 -0.4502
C -3.7614 2.4627 -1.1278
N -2.7681 1.9322 -0.5173
N -1.9435 1.1823 -1.3268
C -2.3618 1.1703 -2.5756
N -1.7228 0.5678 -3.6015
S -3.8083 2.0830 -2.8258
H -6.8371 3.0617 0.3010
H -5.8796 1.5784 0.3951
H -6.5285 2.1175 -1.1548
H -4.3973 3.6107 0.4954
H -5.0404 4.1577 -1.0462
H -1.0953 -0.1810 -3.3303
H -2.2487 0.4007 -4.4428